{"formula": "CH4N2", "method": "ωB97M-V/def2-TZVPD", "smiles": "[H]/N=C\\N", "e_above_lowest_ev": 1.334, "species": ["C", "H", "H", "H", "H", "N", "N"], "positions_angstrom": [[0.39, 0.49, -0.07], [-1.72, 0.42, 0.04], [-1.00, -1.15, 0.17], [0.29, 1.57, 0.08], [1.41, -1.08, -0.04], [-0.85, -0.14, -0.12], [1.48, -0.10, -0.06]], "lowdin_charge": [-0.41, 0.09, 0.12, 0.11, 0.01, 0.02, 0.07]}

***

{"formula": "C5H5NO", "method": "ωB97M-V/def2-TZVPD", "smiles": "N#CC1CC(=O)C1", "e_above_lowest_ev": 1.042, "species": ["O", "C", "C", "C", "C", "C", "N", "H", "H", "H", "H", "H"], "positions_angstrom": [[-2.08, -0.14, 1.33], [-1.22, -0.12, 0.50], [-0.56, 0.99, -0.32], [0.66, 0.04, -0.48], [-0.22, -1.16, -0.02], [1.72, 0.34, 0.49], [2.52, 0.58, 1.28], [-1.07, 1.12, -1.28], [-0.41, 1.96, 0.16], [1.09, -0.04, -1.48], [0.19, -1.87, 0.70], [-0.63, -1.69, -0.88]], "lowdin_charge": [0.12, -0.39, -0.04, -0.27, -0.04, -0.19, 0.16, 0.13, 0.13, 0.14, 0.13, 0.13]}

***

{"formula": "C2H16N2O4", "method": "ωB97M-V/def2-TZVPD", "smiles": "CNCN.O.O.O.O", "e_above_lowest_ev": 2.916, "species": ["C", "N", "C", "N", "H", "H", "H", "H", "H", "H", "H", "H", "H", "H", "O", "H", "H", "O", "H", "H", "O", "H", "H", "O"], "positions_angstrom": [[1.23, -1.76, 0.87], [1.24, -0.63, -0.13], [0.44, 0.64, 0.41], [-0.84, 0.88, -0.11], [2.04, -2.44, 0.65], [1.33, -1.31, 1.83], [0.25, -2.30, 0.47], [2.11, -0.21, -0.39], [1.03, 1.55, 0.23], [0.28, 0.56, 1.50], [-0.85, 1.30, -1.01], [-1.52, 0.05, 0.22], [0.80, -1.82, -1.50], [0.01, -3.09, -1.54], [0.40, -2.49, -2.15], [-2.30, -1.92, -4.30], [-1.35, -1.89, -3.18], [-2.38, -1.73, -3.41], [2.07, 0.90, 4.18], [1.51, 2.21, 3.33], [1.54, 1.22, 3.41], [-1.40, 2.86, 1.06], [-1.82, 4.00, 0.34], [-1.43, 3.81, 1.17]], "lowdin_charge": [-0.10, -0.14, -0.31, -0.02, 0.07, 0.04, 0.11, 0.08, 0.12, 0.08, 0.07, 0.16, 0.02, 0.00, -0.10, -0.04, 0.08, -0.10, 0.06, 0.07, -0.10, -0.01, 0.00, -0.05]}

***

{"formula": "C4H6O", "method": "ωB97M-V/def2-TZVPD", "smiles": "O=C1CCC1", "e_above_lowest_ev": 1.733, "species": ["O", "C", "C", "C", "C", "H", "H", "H", "H", "H", "H"], "positions_angstrom": [[1.08, 0.44, 2.08], [0.55, 0.19, 1.03], [0.95, -0.17, -0.47], [-0.57, -0.31, -0.80], [-0.84, 0.21, 0.59], [1.52, 0.50, -1.11], [1.44, -1.14, -0.39], [-0.87, -1.35, -0.99], [-1.00, 0.32, -1.59], [-1.74, -0.05, 1.19], [-0.25, 1.28, 0.41]], "lowdin_charge": [0.06, -0.49, -0.08, -0.18, -0.08, 0.11, 0.11, 0.10, 0.10, 0.14, 0.21]}

***

{"formula": "C6H14N2O2", "method": "ωB97M-V/def2-TZVPD", "s2": 0.7692, "multiplicity": 2, "e_above_lowest_ev": 2.955, "charge": 1, "species": ["C", "C", "C", "O", "N", "H", "H", "H", "H", "H", "H", "H", "C", "C", "C", "O", "N", "H", "H", "H", "H", "H", "H", "H"], "positions_angstrom": [[-1.40, -1.14, -2.29], [-2.24, 1.69, -0.06], [-2.26, -0.46, -1.23], [-3.19, -0.92, -0.61], [-1.70, 0.78, -1.01], [-1.23, -0.60, -3.25], [-0.75, 1.19, -1.39], [-2.96, 2.35, -0.53], [-0.34, -1.18, -2.06], [-1.74, -2.06, -2.57], [-2.43, 1.39, 0.97], [-1.48, 2.54, -0.02], [1.98, -1.81, -0.06], [1.55, 1.11, 2.46], [1.63, 0.34, 1.09], [0.87, 0.86, 0.28], [2.32, -0.88, 1.10], [3.26, -0.82, 1.50], [0.85, -1.92, 0.22], [2.03, 2.13, 2.20], [2.29, -1.57, -0.98], [2.48, -2.83, 0.29], [0.54, 1.31, 2.65], [1.94, 0.49, 3.32]], "lowdin_charge": [0.03, -0.01, -0.41, 0.22, 0.16, 0.12, 0.22, 0.13, 0.08, 0.06, 0.13, 0.13, -0.04, 0.00, -0.50, 0.00, 0.00, 0.15, 0.11, 0.12, 0.02, 0.13, 0.04, 0.09]}

***

{"formula": "C36H59FO18P4S", "method": "ωB97M-V/def2-TZVPD", "smiles": "CCOc1cc2c(cc1CC(=O)F)C(=O)c1cccc(P(O)(O)=S)c1C2=O.CCOP(=O)(OCC)OCC.CCOP(=O)(OCC)OCC.CCOP(=O)(OCC)OCC", "e_tot_ha": -4625.2571, "species": ["C", "C", "O", "C", "C", "C", "C", "C", "C", "C", "C", "O", "F", "C", "O", "C", "C", "C", "C", "C", "P", "O", "O", "S", "C", "C", "O", "H", "H", "H", "H", "H", "H", "H", "H", "H", "H", "H", "H", "H", "H", "O", "P", "O", "C", "C", "O", "C", "C", "O", "C", "C", "H", "H", "H", "H", "H", "H", "H", "H", "H", "H", "H", "H", "H", "H", "H", "O", "P", "O", "C", "C", "O", "C", "C", "O", "C", "C", "H", "H", "H", "H", "H", "H", "H", "H", "H", "H", "H", "H", "H", "H", "H", "O", "P", "O", "C", "C", "O", "C", "C", "O", "C", "C", "H", "H", "H", "H", "H", "H", "H", "H", "H", "H", "H", "H", "H", "H", "H"], "positions_angstrom": [[-3.43, -3.32, -0.47], [-2.86, -3.62, 0.92], [-2.04, -4.80, 0.95], [-0.78, -4.63, 0.50], [-0.29, -3.48, -0.12], [1.01, -3.44, -0.57], [1.86, -4.53, -0.42], [1.40, -5.68, 0.20], [0.09, -5.72, 0.66], [-0.40, -6.96, 1.36], [-0.77, -8.05, 0.38], [-0.02, -8.49, -0.43], [-2.05, -8.45, 0.46], [3.26, -4.36, -0.91], [3.87, -5.21, -1.51], [3.84, -3.00, -0.63], [5.14, -2.85, -0.20], [5.60, -1.57, 0.08], [4.78, -0.48, -0.08], [3.46, -0.61, -0.51], [2.42, 0.86, -0.68], [0.92, 0.58, -0.18], [2.29, 1.17, -2.24], [3.17, 2.37, 0.26], [2.99, -1.91, -0.78], [1.58, -2.21, -1.21], [0.99, -1.56, -2.03], [-3.19, -2.28, -0.71], [-2.92, -3.91, -1.23], [-4.50, -3.47, -0.51], [-2.33, -2.78, 1.36], [-3.69, -3.83, 1.59], [-0.91, -2.60, -0.25], [2.06, -6.53, 0.32], [0.36, -7.36, 2.04], [-1.26, -6.71, 1.98], [5.79, -3.71, -0.08], [6.62, -1.47, 0.42], [5.14, 0.52, 0.12], [0.95, -0.05, 0.56], [1.90, 2.05, -2.33], [-5.17, -0.29, 0.84], [-5.92, 0.84, 1.42], [-7.31, 0.99, 0.61], [-8.23, -0.11, 0.59], [-8.89, -0.33, 1.94], [-5.13, 2.13, 0.81], [-3.75, 2.05, 0.44], [-3.61, 2.01, -1.07], [-6.30, 1.53, 2.80], [-6.50, 2.95, 2.97], [-7.81, 3.46, 2.42], [-7.72, -1.02, 0.26], [-8.98, 0.13, -0.15], [-8.16, -0.63, 2.70], [-9.65, -1.11, 1.87], [-9.36, 0.59, 2.30], [-3.28, 1.19, 0.90], [-3.27, 2.94, 0.84], [-4.24, 1.22, -1.50], [-2.58, 1.83, -1.35], [-3.94, 2.95, -1.51], [-5.65, 3.51, 2.60], [-6.51, 3.10, 4.05], [-7.79, 3.50, 1.33], [-8.00, 4.47, 2.78], [-8.64, 2.82, 2.71], [-7.30, 7.54, 2.40], [-6.05, 8.31, 2.24], [-6.34, 9.53, 1.23], [-7.35, 10.49, 1.56], [-6.94, 11.38, 2.72], [-5.16, 7.34, 1.27], [-5.38, 5.93, 1.25], [-6.10, 5.54, -0.02], [-4.81, 8.89, 3.05], [-3.48, 9.04, 2.52], [-3.33, 10.20, 1.56], [-8.29, 9.97, 1.79], [-7.51, 11.09, 0.67], [-6.83, 10.80, 3.64], [-7.69, 12.15, 2.89], [-5.98, 11.86, 2.52], [-5.92, 5.61, 2.14], [-4.40, 5.45, 1.28], [-7.00, 6.13, -0.17], [-6.38, 4.48, 0.00], [-5.46, 5.71, -0.88], [-3.11, 8.12, 2.09], [-2.86, 9.23, 3.40], [-3.79, 9.98, 0.59], [-2.27, 10.40, 1.39], [-3.80, 11.10, 1.96], [9.82, -6.37, -0.86], [10.43, -5.83, -2.09], [10.55, -4.22, -1.91], [11.33, -3.71, -0.83], [12.81, -3.92, -1.03], [9.19, -5.89, -3.15], [8.14, -6.86, -3.00], [6.88, -6.20, -2.49], [11.56, -6.08, -3.18], [11.48, -5.70, -4.56], [11.64, -4.22, -4.80], [11.00, -4.15, 0.11], [11.11, -2.64, -0.78], [13.06, -4.99, -1.03], [13.38, -3.44, -0.24], [13.14, -3.52, -1.99], [8.45, -7.68, -2.35], [7.96, -7.29, -3.99], [7.09, -5.63, -1.59], [6.11, -6.94, -2.26], [6.48, -5.51, -3.23], [10.57, -6.08, -5.02], [12.30, -6.23, -5.04], [10.76, -3.66, -4.51], [11.80, -4.04, -5.87], [12.49, -3.82, -4.25]], "lowdin_charge": [-0.05, -0.21, -0.03, -0.21, 0.07, -0.08, -0.08, 0.07, -0.12, -0.03, -0.43, 0.17, 0.11, -0.28, 0.14, -0.08, 0.02, -0.04, -0.08, -0.22, 0.21, -0.20, -0.18, 0.29, -0.07, -0.29, 0.14, 0.07, 0.08, 0.07, 0.12, 0.12, 0.12, 0.14, 0.14, 0.12, 0.12, 0.11, 0.07, 0.08, 0.08, -0.22, 0.49, -0.19, -0.27, -0.08, -0.23, -0.28, -0.06, -0.19, -0.24, -0.06, 0.11, 0.12, 0.07, 0.08, 0.07, 0.10, 0.11, 0.08, 0.08, 0.07, 0.09, 0.12, 0.06, 0.08, 0.07, -0.21, 0.49, -0.20, -0.27, -0.08, -0.22, -0.28, -0.06, -0.19, -0.25, -0.07, 0.11, 0.12, 0.07, 0.08, 0.07, 0.08, 0.12, 0.08, 0.06, 0.08, 0.11, 0.12, 0.08, 0.08, 0.07, -0.21, 0.49, -0.20, -0.27, -0.08, -0.23, -0.28, -0.08, -0.19, -0.25, -0.07, 0.11, 0.12, 0.07, 0.08, 0.07, 0.11, 0.12, 0.07, 0.08, 0.08, 0.11, 0.12, 0.08, 0.08, 0.07]}

***

{"formula": "C6H8O6", "method": "ωB97M-V/def2-TZVPD", "e_above_lowest_ev": 4.282, "species": ["C", "C", "C", "C", "C", "C", "O", "O", "O", "O", "O", "O", "H", "H", "H", "H", "H", "H", "H", "H"], "positions_angstrom": [[-0.77, -2.04, -0.01], [0.55, -1.51, -0.63], [-0.72, -0.14, 1.33], [0.82, -0.18, -0.07], [-0.42, 0.72, 0.19], [-0.24, 2.25, 0.47], [-1.33, -2.94, -0.49], [-1.20, -1.42, 1.10], [0.37, -1.32, -2.00], [1.95, 0.09, 0.70], [-1.40, 0.56, -0.76], [0.44, 3.06, -0.47], [1.27, -2.32, -0.43], [-0.06, -0.04, 2.12], [0.11, 2.25, 1.52], [-1.34, 2.62, 0.62], [-0.31, -1.97, -2.23], [1.98, -0.69, 1.23], [-1.05, 0.28, -1.59], [1.34, 2.76, -0.61]], "lowdin_charge": [-0.43, -0.24, 0.02, -0.12, -0.46, -0.16, 0.20, 0.09, 0.03, 0.05, 0.07, -0.02, 0.18, 0.12, 0.12, 0.17, 0.11, 0.09, 0.09, 0.09]}

***

{"formula": "C26H57N7O12", "method": "ωB97M-V/def2-TZVPD", "e_above_lowest_ev": 0.539, "charge": -2, "species": ["O", "C", "C", "O", "H", "H", "H", "H", "C", "C", "O", "C", "O", "O", "H", "H", "H", "H", "C", "C", "O", "N", "C", "H", "H", "H", "H", "H", "H", "H", "C", "C", "O", "N", "C", "H", "H", "H", "H", "H", "H", "H", "C", "C", "O", "N", "C", "H", "H", "H", "H", "H", "H", "H", "C", "C", "O", "N", "C", "H", "H", "H", "H", "H", "H", "H", "C", "C", "O", "N", "C", "H", "H", "H", "H", "H", "H", "H", "C", "C", "O", "N", "C", "H", "H", "H", "H", "H", "H", "H", "C", "C", "O", "N", "C", "H", "H", "H", "H", "H", "H", "H"], "positions_angstrom": [[0.02, 2.38, 0.35], [-0.01, 1.03, 0.56], [-0.40, -0.04, -0.55], [0.13, 0.13, -1.88], [-0.65, 0.87, 1.46], [0.96, 0.68, 0.99], [-1.50, -0.06, -0.66], [-0.14, -1.09, -0.29], [2.24, -2.47, -1.28], [2.11, -2.70, 0.25], [3.38, -3.34, 0.54], [3.96, -3.73, -0.56], [4.91, -4.49, -0.67], [3.42, -3.19, -1.64], [2.37, -1.41, -1.50], [1.38, -2.89, -1.78], [1.31, -3.39, 0.48], [2.11, -1.75, 0.78], [0.61, -1.81, -4.88], [-0.10, -3.03, -4.31], [0.03, -4.13, -4.85], [-0.74, -2.83, -3.16], [-1.32, -3.84, -2.28], [0.63, -0.97, -4.17], [0.18, -1.57, -5.85], [1.64, -2.12, -5.04], [-0.63, -1.92, -2.72], [-2.09, -3.44, -1.62], [-0.53, -4.28, -1.66], [-1.77, -4.58, -2.94], [-2.43, 5.64, 0.93], [-2.30, 4.68, 2.08], [-3.04, 4.85, 3.06], [-1.51, 3.62, 1.91], [-1.23, 2.60, 2.89], [-1.82, 6.54, 1.08], [-3.47, 5.93, 0.78], [-2.13, 5.23, -0.04], [-0.96, 3.55, 1.05], [-0.19, 2.77, 3.20], [-1.27, 1.59, 2.49], [-1.85, 2.75, 3.76], [-3.84, 1.34, -5.08], [-2.57, 0.99, -4.30], [-1.58, 1.67, -4.46], [-2.60, 0.06, -3.30], [-3.73, -0.77, -2.90], [-4.10, 2.39, -4.99], [-4.71, 0.74, -4.80], [-3.68, 1.14, -6.14], [-1.77, -0.06, -2.72], [-3.88, -1.56, -3.65], [-4.67, -0.21, -2.89], [-3.53, -1.25, -1.94], [0.81, -4.43, 5.35], [0.34, -4.28, 3.91], [0.67, -5.09, 3.06], [-0.44, -3.21, 3.62], [-0.98, -2.99, 2.29], [1.23, -5.42, 5.52], [0.05, -4.23, 6.12], [1.56, -3.66, 5.51], [-0.71, -2.59, 4.37], [-1.94, -2.47, 2.31], [-1.26, -3.94, 1.84], [-0.26, -2.53, 1.61], [4.55, 0.30, -1.72], [3.94, 1.47, -0.96], [3.37, 2.35, -1.59], [4.12, 1.53, 0.36], [3.46, 2.48, 1.25], [5.49, 0.65, -2.14], [3.80, 0.07, -2.47], [4.76, -0.59, -1.12], [4.76, 0.89, 0.78], [4.19, 3.19, 1.67], [3.16, 1.93, 2.14], [2.71, 3.08, 0.75], [-4.08, 4.85, -3.39], [-3.29, 3.98, -2.44], [-2.13, 4.24, -2.20], [-3.99, 2.94, -1.89], [-3.58, 2.09, -0.78], [-3.49, 5.13, -4.26], [-4.34, 5.78, -2.88], [-5.02, 4.33, -3.60], [-4.98, 2.89, -2.06], [-3.66, 1.04, -1.06], [-4.11, 2.22, 0.16], [-2.51, 2.20, -0.55], [4.76, -0.70, 5.03], [3.48, -1.34, 5.45], [3.43, -2.24, 6.30], [2.31, -1.03, 4.85], [2.13, -0.16, 3.69], [4.97, -1.02, 4.01], [5.55, -1.04, 5.70], [4.69, 0.38, 4.99], [1.50, -1.40, 5.32], [3.02, -0.23, 3.07], [1.94, 0.88, 3.96], [1.39, -0.53, 2.99]], "lowdin_charge": [-0.31, -0.43, -0.38, -0.37, 0.03, 0.06, 0.05, 0.05, -0.09, -0.07, 0.07, -0.63, 0.10, 0.07, 0.10, 0.11, 0.11, 0.11, 0.01, -0.57, -0.02, 0.01, -0.07, 0.07, 0.08, 0.08, 0.09, 0.07, 0.07, 0.08, -0.01, -0.57, -0.05, 0.01, -0.09, 0.07, 0.07, 0.05, 0.08, 0.08, 0.03, 0.07, -0.01, -0.54, 0.05, 0.03, -0.12, 0.06, 0.05, 0.07, 0.07, 0.07, 0.06, 0.07, 0.00, -0.55, 0.04, 0.01, -0.07, 0.08, 0.07, 0.05, 0.12, 0.09, 0.08, 0.05, 0.00, -0.57, 0.06, 0.01, -0.06, 0.08, 0.08, 0.06, 0.12, 0.07, 0.05, 0.09, -0.02, -0.56, 0.07, 0.02, -0.06, 0.08, 0.08, 0.06, 0.11, 0.04, 0.08, 0.08, 0.00, -0.56, 0.00, 0.02, -0.07, 0.09, 0.08, 0.08, 0.12, 0.07, 0.08, 0.07]}

***

{"formula": "C14H27N2O13PS", "method": "ωB97M-V/def2-TZVPD", "smiles": "O=C(O)C(=O)C[C@@H](O)[C@@H](O)[C@H](O)[C@H](O)COP(=O)(O)O.CNC(=O)[C@H](CS)NC(C)=O", "e_tot_ha": -2376.9772, "species": ["O", "O", "O", "O", "O", "O", "O", "O", "O", "O", "O", "O", "O", "S", "C", "C", "C", "C", "N", "N", "C", "C", "C", "C", "C", "C", "C", "C", "C", "C", "P", "H", "H", "H", "H", "H", "H", "H", "H", "H", "H", "H", "H", "H", "H", "H", "H", "H", "H", "H", "H", "H", "H", "H", "H", "H", "H", "H"], "positions_angstrom": [[6.45, 4.31, -0.64], [0.20, -7.57, -0.97], [4.10, 5.78, -0.37], [1.13, -3.48, -3.17], [-4.49, -0.46, -0.06], [5.63, 2.72, 0.75], [-1.17, 1.52, 2.66], [2.71, 2.31, 0.00], [-0.40, 2.91, -0.68], [0.28, 4.52, 1.65], [-6.21, 0.92, 0.97], [-4.75, -0.66, 2.39], [-3.72, 1.52, 1.40], [0.04, -1.75, 0.45], [5.54, 3.91, 0.09], [-0.24, -6.46, -0.74], [4.31, 4.75, 0.27], [0.18, -3.18, -2.45], [-0.63, -2.15, -2.72], [0.28, -5.39, -1.34], [-1.39, -6.30, 0.24], [-0.49, -1.26, -3.88], [-2.49, 1.40, 0.66], [3.21, 4.31, 1.24], [-1.42, 2.20, 1.42], [2.14, 3.54, 0.48], [-0.12, 2.35, 0.62], [0.89, 3.26, 1.35], [0.66, -3.41, 0.03], [-0.10, -3.98, -1.17], [-4.77, 0.31, 1.16], [6.49, 2.35, 0.49], [-2.00, 1.45, 3.15], [3.14, 1.82, 0.72], [0.40, 2.83, -1.25], [-0.24, 4.83, 0.88], [-6.09, 1.39, 0.14], [-5.37, -1.33, 2.10], [0.76, -1.58, 1.56], [-1.36, -1.94, -2.06], [1.01, -5.57, -2.01], [-1.07, -5.69, 1.08], [-2.23, -5.84, -0.27], [-1.68, -7.29, 0.60], [-1.42, -0.71, -4.04], [0.32, -0.55, -3.70], [-0.26, -1.84, -4.77], [-2.15, 0.36, 0.57], [-2.63, 1.80, -0.35], [3.62, 3.71, 2.06], [2.77, 5.21, 1.69], [-1.83, 3.19, 1.63], [1.82, 4.14, -0.38], [0.32, 1.35, 0.49], [1.20, 2.77, 2.28], [1.73, -3.35, -0.21], [0.54, -4.06, 0.90], [-1.17, -3.92, -0.97]], "lowdin_charge": [0.13, 0.04, 0.14, 0.06, -0.26, 0.10, -0.01, -0.01, -0.01, -0.01, -0.07, -0.06, -0.16, 0.74, -0.40, -0.55, -0.26, -0.47, 0.01, 0.11, 0.01, -0.05, -0.16, -0.05, -0.29, -0.32, -0.26, -0.26, -0.48, -0.30, 0.31, 0.14, 0.11, 0.11, 0.11, 0.11, 0.09, 0.09, -0.13, 0.12, 0.15, 0.07, 0.08, 0.09, 0.09, 0.09, 0.09, 0.10, 0.13, 0.13, 0.14, 0.15, 0.16, 0.13, 0.16, 0.09, 0.07, 0.13]}

***

{"formula": "C14H17N3OOs", "method": "ωB97M-V/def2-TZVPD", "s2": 6.0161, "multiplicity": 5, "e_above_lowest_ev": 0.916, "charge": 2, "species": ["C", "C", "H", "H", "H", "H", "H", "H", "C", "C", "C", "C", "H", "H", "H", "H", "N", "C", "C", "N", "C", "C", "C", "H", "H", "C", "H", "H", "Os", "C", "H", "H", "H", "O", "C", "N"], "positions_angstrom": [[-2.95, -0.47, 0.75], [-2.87, 0.50, -0.58], [-3.34, -1.42, 0.36], [-3.64, -0.02, 1.47], [-2.06, -0.86, 1.38], [-1.91, 0.74, -1.13], [-3.36, -0.15, -1.31], [-3.44, 1.42, -0.44], [-0.32, -2.58, 0.56], [0.58, -3.64, 0.54], [1.80, -3.51, -0.13], [2.09, -2.29, -0.71], [-1.27, -2.64, 1.10], [0.29, -4.56, 1.05], [2.50, -4.33, -0.18], [3.03, -2.08, -1.23], [-0.04, -1.39, -0.01], [1.17, -1.23, -0.63], [1.45, 0.13, -1.05], [0.50, 1.04, -0.69], [0.68, 2.35, -0.95], [2.82, 1.90, -1.96], [1.84, 2.81, -1.57], [-0.12, 3.01, -0.62], [1.94, 3.88, -1.73], [2.62, 0.55, -1.69], [3.35, -0.22, -1.96], [3.73, 2.23, -2.46], [-1.19, 0.38, 0.48], [-1.57, 2.20, 1.26], [-2.01, 2.93, 0.56], [-0.65, 2.66, 1.67], [-2.27, 2.09, 2.11], [2.02, 0.39, 2.88], [0.88, 0.20, 2.59], [-0.28, -0.01, 2.28]], "lowdin_charge": [-0.24, -0.23, 0.12, 0.13, 0.02, 0.06, 0.13, 0.11, -0.08, 0.01, 0.03, 0.05, 0.12, 0.14, 0.14, 0.13, -0.07, -0.18, -0.18, -0.07, -0.08, 0.03, 0.01, 0.11, 0.14, 0.05, 0.13, 0.14, 1.65, -0.25, 0.05, 0.05, 0.07, 0.18, -0.38, -0.03]}